The following is a quantum chemistry calculation of a molecular structure, H20O26S4Zn3, from OMol25.

Structure (XYZ):
```
53
H20O26S4Zn3, DFT ωB97M-V/def2-TZVPD
Zn 13.674 -11.358 -6.073
Zn 16.130 -7.542 -7.032
Zn 17.566 -10.589 -3.582
S 15.454 -10.275 -8.763
O 14.844 -10.837 -7.594
O 16.577 -10.983 -9.313
O 14.583 -10.115 -9.908
O 15.832 -8.949 -8.317
S 15.335 -13.581 -6.559
O 15.709 -14.849 -5.890
O 16.440 -13.235 -7.480
O 14.023 -13.710 -7.203
O 15.211 -12.479 -5.616
S 14.819 -9.019 -4.381
O 15.930 -9.648 -3.704
O 14.143 -7.983 -3.590
O 15.454 -8.514 -5.585
O 13.847 -10.073 -4.711
S 19.062 -7.632 -3.386
O 18.471 -8.992 -3.266
O 20.231 -7.678 -2.499
O 19.550 -7.362 -4.749
O 18.102 -6.599 -3.033
O 16.534 -12.509 -3.485
H 16.015 -13.214 -3.099
H 16.124 -12.348 -4.336
O 12.439 -12.647 -4.936
H 12.473 -13.580 -4.724
H 11.685 -12.317 -4.448
O 17.549 -11.055 -5.597
H 16.944 -11.640 -6.054
H 18.287 -10.956 -6.198
O 12.470 -9.870 -1.569
H 12.457 -9.789 -2.523
H 12.389 -8.971 -1.251
O 14.243 -5.455 -4.227
H 14.023 -6.334 -3.918
H 15.122 -5.543 -4.596
O 14.294 -6.676 -7.268
H 13.605 -7.338 -7.332
H 13.868 -5.861 -7.536
O 13.132 -7.039 -1.437
H 13.564 -6.192 -1.549
H 13.321 -7.513 -2.247
O 16.837 -5.987 -5.609
H 17.398 -5.498 -6.211
H 17.361 -6.077 -4.813
O 17.362 -10.792 -1.507
H 16.419 -10.850 -1.353
H 17.746 -10.747 -0.632
O 16.084 -7.792 -1.622
H 16.852 -7.395 -2.035
H 15.782 -8.444 -2.254
```

Its expectation value of S² is 0.762. Its total charge is -1. As for the electronic energy: -8899.1613 a.u. As for the HOMO energy (spin up / spin down): -5.143 / -5.143 eV. The spin multiplicity is 2.

---

The following is a quantum chemistry calculation of 7 unconnected molecules or ions with the total composition C47H65B2F3N6O2, from OMol25.

Structure (XYZ):
```
125
C47H65B2F3N6O2, DFT ωB97M-V/def2-TZVPD
C 5.911 3.268 -2.899
C 4.308 3.401 -2.869
C 3.562 2.558 -4.017
C 4.475 1.301 -4.417
C 3.630 0.288 -5.333
C 2.856 -0.842 -4.513
C 2.851 -2.237 -5.279
C 4.285 -2.868 -5.572
C 5.403 -2.622 -4.463
C 5.432 -3.697 -3.279
C 4.054 -3.894 -2.500
C 3.903 -2.852 -1.268
C 2.609 -3.191 -0.398
C 2.771 -2.473 1.029
B 1.838 -1.176 1.273
C 1.637 -0.678 2.839
O 2.893 -0.304 3.483
C 3.047 1.071 3.560
F 3.167 1.692 2.294
F 2.080 1.712 4.353
F 4.275 1.296 4.214
B 1.079 -0.246 0.116
C 1.640 0.047 -1.387
O -0.220 0.319 0.486
H 6.255 2.287 -2.449
H 6.343 3.370 -3.945
H 6.326 4.114 -2.267
H 3.944 3.092 -1.834
H 4.048 4.501 -3.047
H 3.452 3.218 -4.933
H 2.561 2.203 -3.606
H 5.378 1.614 -5.051
H 4.874 0.727 -3.515
H 4.384 -0.181 -6.059
H 2.853 0.812 -5.987
H 3.378 -1.015 -3.512
H 1.790 -0.515 -4.251
H 2.373 -2.034 -6.307
H 2.115 -2.968 -4.764
H 4.135 -4.007 -5.633
H 4.677 -2.576 -6.609
H 6.412 -2.733 -5.004
H 5.418 -1.584 -4.008
H 6.179 -3.294 -2.503
H 5.877 -4.697 -3.624
H 3.130 -3.929 -3.153
H 4.119 -4.923 -1.990
H 4.815 -3.046 -0.596
H 3.987 -1.769 -1.595
H 1.619 -3.005 -0.917
H 2.654 -4.320 -0.191
H 2.513 -3.251 1.839
H 3.884 -2.232 1.189
H 0.818 0.118 2.934
H 1.235 -1.589 3.408
H 1.120 0.991 -1.748
H 2.774 0.176 -1.425
H 1.346 -0.874 -2.004
H -0.092 1.187 0.928
C -2.385 1.764 3.346
C -3.456 1.150 2.714
C -4.673 1.813 2.698
N -4.878 3.013 3.262
C -3.826 3.583 3.868
C -2.568 3.006 3.936
H -1.416 1.278 3.379
H -3.349 0.181 2.245
H -5.540 1.375 2.214
H -4.021 4.552 4.318
H -1.754 3.513 4.437
C -3.081 3.997 9.620
C -3.164 5.374 9.483
C -3.762 5.884 8.341
N -4.264 5.122 7.357
C -4.169 3.794 7.514
C -3.594 3.186 8.618
H -2.621 3.559 10.500
H -2.774 6.038 10.244
H -3.853 6.954 8.189
H -4.581 3.202 6.702
H -3.547 2.107 8.693
C -2.212 -5.602 -5.714
C -2.484 -4.571 -4.829
C -1.426 -3.798 -4.375
N -0.149 -3.992 -4.741
C 0.086 -4.998 -5.598
C -0.901 -5.823 -6.110
H -3.013 -6.227 -6.092
H -3.494 -4.370 -4.498
H -1.589 -2.978 -3.684
H 1.127 -5.133 -5.875
H -0.651 -6.619 -6.801
C -0.473 -8.108 0.150
C -0.742 -7.080 1.041
C 0.319 -6.313 1.496
N 1.594 -6.509 1.129
C 1.827 -7.511 0.268
C 0.836 -8.331 -0.248
H -1.276 -8.729 -0.230
H -1.752 -6.877 1.374
H 0.159 -5.496 2.192
H 2.866 -7.649 -0.010
H 1.083 -9.125 -0.942
C -7.539 10.246 9.570
C -7.329 8.887 9.389
C -6.127 8.348 9.818
N -5.151 9.064 10.396
C -5.379 10.376 10.558
C -6.547 11.010 10.167
H -8.467 10.706 9.248
H -8.080 8.261 8.925
H -5.916 7.290 9.701
H -4.572 10.931 11.026
H -6.678 12.073 10.324
C -4.163 -0.029 -7.370
C -3.089 -0.905 -7.365
C -3.034 -1.871 -6.372
N -3.962 -2.006 -5.409
C -4.990 -1.144 -5.438
C -5.136 -0.148 -6.390
H -4.242 0.739 -8.131
H -2.311 -0.841 -8.115
H -2.216 -2.580 -6.329
H -5.723 -1.273 -4.649
H -5.989 0.519 -6.364
```

Its total charge is 0. As for the electronic energy: -2658.0981 a.u. As for the HOMO energy: -9.361 eV. The spin multiplicity is 1.

---

The following is a quantum chemistry calculation of a molecular structure, C13H20F4IrN2O3P, from OMol25.

Structure (XYZ):
```
44
C13H20F4IrN2O3P, DFT ωB97M-V/def2-TZVPD
Ir 0.090 0.242 -0.526
C 3.129 0.930 -1.236
N 2.001 1.490 -0.498
C 1.617 2.788 -1.052
C 2.282 1.596 0.942
C 2.323 0.221 1.615
N 1.150 -0.532 1.264
C 0.747 -1.577 1.990
C -0.543 -2.125 1.741
F -1.255 -1.536 0.746
C -1.063 -3.173 2.467
F -2.271 -3.630 2.195
C -0.315 -3.765 3.486
C 0.965 -3.291 3.745
F 1.694 -3.862 4.682
C 1.498 -2.233 3.015
F 2.756 -1.864 3.238
H 4.015 1.562 -1.116
H 2.896 0.871 -2.298
H 3.371 -0.065 -0.873
H 2.412 3.525 -0.881
H 0.703 3.163 -0.582
H 1.454 2.711 -2.127
H 1.491 2.199 1.405
H 3.240 2.107 1.107
H 2.402 0.373 2.697
H 3.225 -0.331 1.314
H -0.719 -4.587 4.055
C -2.409 0.200 -4.677
O -1.366 0.207 -3.681
P -1.552 -0.187 -2.153
O -2.214 1.049 -1.371
C -3.340 1.860 -1.770
O -2.717 -1.264 -2.082
C -2.660 -2.581 -2.642
H -2.009 -0.263 -5.579
H -2.675 1.234 -4.891
H -3.292 -0.335 -4.333
H -3.030 2.585 -2.521
H -3.659 2.380 -0.867
H -4.149 1.240 -2.151
H -3.397 -3.178 -2.107
H -1.673 -3.027 -2.527
H -2.916 -2.557 -3.702
```

Its total charge is +2. As for the electronic energy: -1687.0326 a.u. As for the HOMO energy (spin up / spin down): -14.901 / -14.892 eV. The spin multiplicity is 1.